{
  "formula": "C39H47Cl2N7OPSiTa",
  "method": "the ωB97M-V functional and the def2-TZVPD basis",
  "elements": ["Ta", "C", "C", "C", "C", "N", "C", "N", "C", "N", "C", "N", "C", "C", "C", "C", "C", "N", "C", "C", "C", "C", "C", "C", "H", "H", "H", "H", "H", "H", "H", "H", "H", "H", "H", "H", "C", "C", "C", "C", "C", "C", "N", "N", "Si", "C", "C", "C", "H", "H", "H", "H", "H", "H", "H", "H", "H", "H", "H", "H", "H", "H", "H", "Cl", "C", "Cl", "H", "H", "C", "C", "C", "O", "H", "H", "H", "H", "H", "H", "H", "C", "P", "C", "C", "C", "C", "C", "C", "C", "H", "H", "H", "H", "H", "H", "H", "H", "H", "H", "H"],
  "xyz": [[0.73104, 0.11783, -0.92905], [1.10747, -3.42523, -3.81842], [0.79271, -4.61291, -3.14258], [0.63844, -4.46347, -1.76981], [0.78236, -3.22640, -1.11519], [0.95484, -2.09313, -1.85856], [1.14193, -2.22671, -3.17890], [0.59313, -3.25129, 0.29142], [0.94104, -2.31607, 1.03436], [1.22010, -0.89752, 0.79641], [1.49541, -0.33362, 2.05421], [1.88021, 0.86341, 2.32932], [2.30173, 1.82766, 1.45013], [2.96890, 2.90879, 2.00435], [3.44901, 3.91608, 1.18200], [3.24747, 3.76938, -0.14594], [2.55433, 2.69417, -0.65164], [2.05819, 1.75589, 0.09697], [1.26429, -1.31700, 3.08479], [1.53010, -1.19429, 4.48180], [1.48600, -2.35752, 5.19513], [1.19504, -3.57289, 4.61690], [0.82242, -3.66109, 3.25378], [0.94310, -2.49759, 2.49630], [1.32115, -3.40626, -4.92277], [0.66220, -5.52467, -3.67067], [0.29379, -5.36589, -1.26124], [1.25839, -1.35741, -3.78069], [3.03238, 2.92357, 3.08800], [3.92254, 4.87770, 1.56976], [3.59256, 4.59193, -0.80486], [2.26827, 2.70381, -1.70353], [1.62448, -0.28121, 5.00800], [1.64709, -2.28476, 6.25575], [1.12887, -4.43656, 5.22418], [0.60807, -4.60618, 2.81249], [-1.99248, -1.53546, 1.53190], [-2.23962, -1.53592, 0.05445], [-3.28603, -2.23594, -0.49373], [-3.39475, -2.17602, -1.88437], [-2.49429, -1.43246, -2.64672], [-1.51019, -0.62613, -2.03087], [-1.36685, -0.80137, -0.66642], [-0.63538, 0.28238, -2.51027], [-0.67237, 1.25824, -4.04428], [0.04507, 0.36668, -5.47526], [-2.47343, 1.63681, -4.37773], [0.43989, 2.71066, -3.67425], [-1.51635, -2.47997, 1.88958], [-2.91588, -1.38856, 2.10454], [-1.33966, -0.76759, 1.94124], [-4.05451, -2.63007, 0.10090], [-4.16398, -2.69953, -2.39994], [-2.66184, -1.38062, -3.78957], [-0.59416, -0.31423, -6.08079], [0.83098, -0.23864, -5.06441], [0.57504, 1.14841, -6.03728], [-3.09598, 0.75843, -4.17155], [-2.58249, 1.94896, -5.42038], [-2.94190, 2.48689, -3.84254], [1.38365, 2.62399, -4.30926], [0.62396, 2.71479, -2.61738], [-0.05113, 3.56853, -4.06465], [-4.67891, -1.71187, 5.77573], [-4.01975, -2.08274, 7.41112], [-2.87741, -0.81118, 7.85780], [-3.39072, -2.98718, 7.26100], [-4.75913, -2.09556, 8.14178], [4.25065, 1.18799, -2.76453], [3.43189, -0.03390, -2.58684], [4.12757, -1.08391, -1.66354], [2.13375, 0.36240, -2.09120], [5.22813, 0.90930, -3.19491], [4.42225, 1.61521, -1.80572], [3.83052, 1.87822, -3.53456], [3.31536, -0.51418, -3.51451], [4.12391, -0.74459, -0.63266], [5.12645, -1.17199, -1.95788], [3.67278, -2.03664, -1.73528], [-0.08497, 3.66326, 0.61543], [-0.95548, 2.09101, 0.07712], [-2.29848, 2.71350, -0.97287], [-1.81142, 1.78138, 1.63233], [-3.07831, 1.21649, 1.57873], [-3.73508, 0.95282, 2.77421], [-3.15666, 1.37593, 3.99276], [-1.86534, 1.90355, 4.00505], [-1.11234, 2.10500, 2.85371], [0.55529, 3.48098, 1.47202], [-0.92578, 4.32286, 0.89659], [0.37287, 4.14589, -0.21403], [-2.79739, 3.46261, -0.35542], [-2.93252, 1.85605, -1.27166], [-1.94423, 3.22951, -1.87348], [-3.58717, 1.02477, 0.64590], [-4.74933, 0.57837, 2.89050], [-3.70753, 1.27603, 4.91198], [-1.40606, 2.21930, 4.96053], [-0.09178, 2.41850, 2.82162]],
  "forces_ev_per_a": [[-0.4146, 0.3095, -0.1270], [0.3483, -1.0106, -2.1423], [0.4407, 2.4220, 0.7657], [-0.4637, -1.0810, -0.3369], [-1.0308, -0.0099, -0.4238], [-0.0495, -0.0294, 1.8307], [-0.1847, -0.2443, 0.4345], [0.6837, -0.9373, -2.8785], [-0.5314, 2.3173, 1.9091], [0.2221, -1.5819, -0.4553], [-0.1273, 1.3834, -0.5049], [0.0059, -0.5545, 0.1590], [-0.1932, -0.5920, -0.6180], [0.1036, 0.2191, 0.4287], [0.5452, 1.2008, 1.9564], [0.5992, 1.4797, -2.0114], [-0.0105, 1.7228, -1.4817], [-0.7495, -2.0704, 1.9355], [0.9206, 1.0256, 2.1136], [-0.9814, -0.6154, -1.9788], [0.1010, 0.3029, 0.7451], [-1.2003, -0.0957, -1.9512], [1.1594, 0.5051, 1.1149], [0.1783, -1.0398, 0.1858], [-0.3999, -0.1696, 1.2623], [-0.0621, -0.6974, -0.1214], [0.3958, 0.5650, 0.5453], [0.1719, 0.5952, 0.1987], [0.1692, 0.0405, -0.1930], [-0.6020, -1.6517, -0.3675], [-0.3481, -0.8745, 0.1996], [0.4404, -0.1864, 0.3345], [0.4423, 0.9341, -0.0214], [0.1295, -0.2180, 0.2820], [0.0894, -0.7896, 0.4579], [-0.2483, -0.4864, -0.3017], [0.1111, -0.9953, 1.3252], [1.0903, 0.3063, 1.3700], [0.6566, 1.2771, -1.4773], [1.1338, 0.5078, -0.0237], [-0.5059, 0.5803, -2.2715], [-1.9499, -1.3493, 0.9587], [0.3634, 0.4326, -1.3989], [0.7196, 0.0006, 0.0231], [-0.8263, -0.4245, 0.6502], [-0.0589, -0.3617, -0.4110], [-0.3379, 0.8428, 0.2882], [0.9577, -1.3070, -1.6045], [-0.6950, 0.3880, -0.4889], [0.0604, -0.4185, -0.3054], [0.1074, 0.2504, -0.6176], [-0.6398, -0.8061, 0.7787], [-0.5541, -0.3399, -0.2568], [0.4629, -0.1273, 2.0690], [0.3793, 0.8094, 0.2594], [0.5911, -0.3330, -0.0210], [-0.4016, -0.3760, -0.4569], [0.0727, 0.1763, -0.2831], [0.0187, -0.4069, -0.1212], [0.4500, -0.4825, 0.0810], [-0.9282, -0.0006, 1.1995], [0.1886, 0.6118, 0.3625], [-0.4278, 1.1279, 0.1626], [-0.2111, -0.1854, 0.4568], [2.3850, -0.1395, -2.1777], [0.1755, 0.2577, 0.2255], [-0.9707, 0.4795, 0.5054], [-1.3577, -0.3857, 0.9267], [0.8610, 0.2491, -1.7339], [0.5595, -0.7386, 1.3744], [-1.5415, 1.8626, 0.1102], [0.4189, -0.4961, -0.4244], [-0.2823, -0.0203, 0.3096], [0.2536, 0.8089, 0.5323], [0.0241, -0.2343, 0.9365], [-0.5876, -0.5312, -1.4108], [-0.0724, 0.0579, 0.2604], [1.5913, -0.1429, -0.5594], [-0.5762, -0.9544, -0.0069], [-1.9755, -0.4055, -0.2188], [1.0640, 1.0939, 0.4480], [0.1792, -0.2726, -0.4317], [1.3274, -0.0406, 0.4438], [-0.2974, 0.2173, 0.9329], [-0.0449, 1.1074, 1.6676], [0.3410, -0.3575, -1.3365], [0.9829, 0.6104, 1.0184], [-2.8175, -1.4705, -1.3756], [0.0497, 0.3283, -0.4183], [0.4168, -0.2245, 0.2142], [0.7817, 0.2658, -0.5724], [-0.3985, -0.2791, -0.0968], [0.0851, 0.6961, 0.1581], [0.1215, -0.3015, 0.1844], [0.1200, -0.1187, -0.1235], [0.1453, -0.1526, -0.6574], [-0.0389, -0.1001, 0.1546], [-0.4383, -0.3418, -0.4950], [0.1396, 0.1891, 0.4446]],
  "mulliken_charge": [1.127, -0.806, -0.759, -0.687, -0.443, 0.807, 0.038, -0.134, -0.698, 1.143, -0.045, -0.123, -0.644, -0.611, -0.684, -1.098, -0.736, 0.788, 0.502, -0.675, -0.545, -0.991, -0.471, 0.818, 0.435, 0.538, 0.529, -0.276, 0.565, 0.371, 0.431, 0.946, 0.533, 0.484, 0.494, 0.606, -1.080, 0.620, -1.381, -1.110, -0.847, 0.707, 1.033, -0.208, 0.305, -0.924, -1.154, -0.037, 0.350, 0.661, -0.415, 0.655, 0.540, 0.503, 0.344, 0.170, 0.370, 0.353, 0.456, 0.350, 0.338, -0.820, 0.749, -0.132, -0.291, -0.146, 0.242, 0.337, -1.554, 0.756, -1.511, -0.239, 0.536, 0.420, 0.255, 0.330, 0.235, 0.649, 0.264, -1.782, 2.035, -1.405, 1.165, -0.928, -0.943, -0.850, -0.748, -0.875, 0.472, 0.495, 0.514, 0.643, 0.388, 0.384, 0.298, 0.489, 0.551, 0.404, 0.288],
  "multiplicity": 1,
  "e_homo_ha": [-0.49732, -0.49731],
  "charge": 2,
  "energy_ev": -97438.90435,
  "relative_energy_kcal_mol": 24.3,
  "homo_lumo_gap_ev": [7.474, 7.473]
}